[1]
A 15-piece molecular cluster, C5H39NO14 overall at a distorted geometry, computed with ωB97M-V/def2-TZVPD.

- Kohn-Sham gap (eV) = 8.21
- total charge = 0
- E_HOMO (eV) = -8.0344
- relative energy (zero: lowest compared OMol25 entry of this formula, charge and spin) (kJ/mol) = 0.0
- E (eV) = -35976.5595
- M (g mol⁻¹) = 337.36

CARTESIAN COORDINATES (ANGSTROEM)
C  2.045  -0.003  1.152
C  0.568  0.415  1.303
N  -0.654  3.148  1.308
C  -0.482  2.415  0.124
C  0.097  1.200  0.100
C  -0.877  3.132  -1.128
H  2.109  -0.702  0.320
H  2.382  -0.533  2.042
H  2.731  0.813  0.966
H  -0.058  -0.470  1.387
H  0.423  0.983  2.228
H  -1.298  3.919  1.241
H  -0.871  2.562  2.109
H  0.301  0.695  -0.832
H  -1.807  3.692  -1.019
H  -0.949  2.458  -1.973
H  -0.110  3.861  -1.433
H  -1.935  0.281  3.016
H  -2.860  1.407  3.488
O  -2.236  1.231  2.790
H  1.399  1.409  -2.861
H  0.054  0.636  -2.963
O  0.957  0.637  -3.323
H  2.896  -3.848  1.902
H  2.233  -2.882  0.955
O  2.615  -2.937  1.872
H  2.124  3.005  -1.120
H  3.034  3.113  -2.418
O  2.166  2.833  -2.097
H  -2.677  0.076  -2.515
H  -2.245  0.523  -1.102
O  -1.876  0.188  -1.958
H  -1.280  -1.366  -1.411
H  -1.071  -2.815  -1.939
O  -1.142  -2.292  -1.105
H  1.808  -2.516  -1.478
H  0.537  -2.731  -0.633
O  1.508  -2.904  -0.629
H  1.566  -0.898  -3.187
H  2.725  -1.860  -3.595
O  1.870  -1.847  -3.141
H  -4.116  1.109  0.327
H  -2.805  0.973  1.175
O  -3.247  0.695  0.329
H  -3.121  -1.346  0.743
H  -2.137  -2.416  0.317
O  -2.804  -2.220  1.010
H  2.425  2.482  0.966
H  1.454  3.653  0.951
O  2.340  3.378  0.630
H  1.397  -2.464  3.011
H  1.361  -1.814  4.456
O  0.814  -2.191  3.757
H  -0.804  -1.598  3.431
H  -2.070  -1.715  2.531
O  -1.719  -1.233  3.328
H  -0.693  -3.162  -4.439
H  0.431  -2.842  -3.426
O  -0.428  -3.316  -3.540


[2]
C23H15LaO5P as an isolated structure at a distorted geometry, computed with ωB97M-V/def2-TZVPD.

- Kohn-Sham gap (eV) = 4.19
- total charge = +3
- E_HOMO (eV) = -17.0102
- E (eV) = -44449.7027
- M (g mol⁻¹) = 541.25

CARTESIAN COORDINATES (ANGSTROEM)
O  2.026  -4.145  -1.306
C  2.190  -3.011  -1.353
La  2.594  -0.338  -1.467
O  5.756  -1.143  -3.266
C  4.777  -0.900  -2.709
C  3.140  2.133  -1.675
O  3.372  3.260  -1.765
C  3.961  -0.503  0.699
O  4.537  -0.546  1.698
C  1.453  -0.370  -3.759
O  0.922  -0.383  -4.782
C  -2.724  -3.317  2.274
C  -2.232  -3.583  0.988
C  -1.445  -2.639  0.329
C  -1.153  -1.398  0.941
C  -1.658  -1.139  2.230
C  -2.426  -2.098  2.894
P  -0.113  -0.230  0.033
C  -1.222  0.595  -1.181
C  -0.724  1.652  -1.974
C  -1.471  2.137  -3.049
C  -2.723  1.588  -3.350
C  -3.214  0.529  -2.579
C  -2.476  0.036  -1.501
C  0.419  0.944  1.345
C  0.101  2.313  1.353
C  0.609  3.132  2.367
C  1.428  2.604  3.371
C  1.768  1.245  3.344
C  1.261  0.419  2.348
H  -3.339  -4.060  2.792
H  -2.472  -4.529  0.497
H  -1.049  -2.858  -0.665
H  -1.446  -0.187  2.715
H  -2.797  -1.890  3.902
H  0.257  2.097  -1.759
H  -1.072  2.954  -3.659
H  -3.314  1.991  -4.177
H  -4.182  0.083  -2.821
H  -2.868  -0.788  -0.904
H  -0.543  2.721  0.573
H  0.349  4.192  2.376
H  1.799  3.247  4.172
H  2.422  0.831  4.118
H  1.522  -0.647  2.343


[3]
A 4-piece molecular cluster, C5H20N2O3 overall at a distorted geometry, computed with ωB97M-V/def2-TZVPD.

- Kohn-Sham gap (alpha / beta) (eV) = 10.08 / 4.91
- total charge = +1
- E_HOMO (alpha / beta) (eV) = -13.1177 / -13.0534
- relative energy (zero: lowest compared OMol25 entry of this formula, charge and spin) (kJ/mol) = 0.0
- E (eV) = -14623.9408
- multiplicity = 2
- M (g mol⁻¹) = 156.23
- ⟨S²⟩ = 0.75

CARTESIAN COORDINATES (ANGSTROEM)
C  1.550  1.200  -2.197
C  1.702  1.650  -0.728
C  0.454  2.322  -0.129
C  -0.885  1.825  -0.660
C  -2.111  -0.229  -1.031
N  -1.124  0.459  -0.200
N  2.126  0.514  0.071
H  0.802  0.417  -2.309
H  2.481  0.769  -2.573
H  1.267  2.039  -2.828
H  2.545  2.353  -0.681
H  0.469  2.217  0.959
H  0.505  3.394  -0.326
H  -1.655  2.469  -0.233
H  -0.976  1.890  -1.752
H  -2.291  -1.223  -0.620
H  -3.062  0.298  -0.997
H  -1.791  -0.320  -2.073
H  -0.255  -0.071  -0.146
H  1.380  -0.107  0.426
H  2.892  -0.033  -0.342
H  -1.434  -0.184  1.859
H  -0.130  -0.950  2.141
O  -1.034  -0.880  2.423
H  1.740  -2.495  1.056
H  0.250  -2.606  0.644
O  1.050  -1.994  0.605
H  -2.091  -3.309  0.711
H  -1.449  -2.483  1.821
O  -1.323  -3.299  1.271


[4]
A 4-piece molecular cluster, C23H51Cl2FN2O6PS2 overall at a distorted geometry, computed with ωB97M-V/def2-TZVPD.

- Kohn-Sham gap (eV) = 7.12
- total charge = -1
- E_HOMO (eV) = -4.8437
- E (eV) = -98660.3880
- M (g mol⁻¹) = 636.68

CARTESIAN COORDINATES (ANGSTROEM)
C  4.232  0.951  1.350
C  4.354  2.042  0.253
S  3.033  1.967  -1.015
C  1.416  1.723  -0.118
P  -0.010  2.631  -1.056
C  -1.169  2.798  0.432
N  -1.667  4.175  0.701
C  0.777  4.359  -0.748
C  1.593  4.629  0.519
C  1.779  6.188  0.652
F  1.047  4.239  1.750
N  -1.375  3.485  -2.083
C  -1.024  3.982  -3.105
S  -0.658  4.472  -4.618
C  -0.793  0.952  -1.675
Cl  -0.983  0.736  -3.456
C  -1.204  -0.152  -1.018
C  -1.789  -1.396  -1.688
Cl  -1.075  -0.325  0.735
H  4.816  1.311  2.212
H  4.669  0.003  1.026
H  3.208  0.818  1.695
H  4.382  3.013  0.761
H  5.309  1.909  -0.263
H  1.477  1.939  0.953
H  1.327  0.634  -0.198
H  0.831  2.522  -2.240
H  -0.674  2.444  1.341
H  -2.064  2.199  0.213
H  -2.675  4.176  0.632
H  -1.483  4.397  1.670
H  0.063  5.185  -0.820
H  1.475  4.561  -1.577
H  2.624  4.267  0.503
H  1.735  6.646  -0.336
H  2.738  6.393  1.142
H  0.954  6.565  1.267
H  -2.308  -2.000  -0.932
H  -2.539  -1.131  -2.433
H  -0.999  -2.036  -2.092
C  1.571  0.810  4.097
O  2.176  -0.473  4.161
C  2.916  -0.679  5.351
C  2.133  -1.497  6.361
O  0.982  -0.804  6.822
C  -0.209  -1.220  6.175
H  0.830  0.793  3.300
H  1.077  1.077  5.034
H  2.324  1.566  3.851
H  3.226  0.277  5.786
H  3.819  -1.233  5.077
H  2.768  -1.680  7.233
H  1.855  -2.466  5.936
H  -0.539  -2.184  6.577
H  -0.078  -1.300  5.094
H  -0.977  -0.475  6.378
C  3.733  -1.629  -5.396
O  2.433  -1.918  -4.918
C  1.433  -1.079  -5.489
C  0.689  -1.785  -6.604
O  1.535  -2.069  -7.716
C  1.989  -3.409  -7.731
H  4.383  -2.461  -5.122
H  3.752  -1.512  -6.482
H  4.113  -0.718  -4.923
H  1.871  -0.143  -5.846
H  0.724  -0.834  -4.695
H  -0.104  -1.125  -6.967
H  0.221  -2.702  -6.234
H  1.189  -4.075  -8.076
H  2.334  -3.732  -6.747
H  2.822  -3.472  -8.431
C  -5.284  -2.287  0.247
O  -4.681  -3.571  0.322
C  -3.959  -3.772  1.528
C  -4.755  -4.589  2.528
O  -5.916  -3.899  2.972
C  -7.095  -4.323  2.312
H  -6.014  -2.308  -0.561
H  -5.795  -2.023  1.176
H  -4.529  -1.529  0.017
H  -3.657  -2.814  1.961
H  -3.051  -4.324  1.269
H  -4.132  -4.766  3.410
H  -5.023  -5.562  2.104
H  -7.426  -5.288  2.713
H  -6.950  -4.407  1.233
H  -7.869  -3.581  2.502


[5]
A 2-piece molecular cluster, C6H16N2O overall at a distorted geometry, computed with ωB97M-V/def2-TZVPD.

- Kohn-Sham gap (eV) = 9.01
- total charge = 0
- E_HOMO (eV) = -8.2853
- relative energy (zero: lowest compared OMol25 entry of this formula, charge and spin) (kJ/mol) = 347.6
- E (eV) = -11506.4519
- M (g mol⁻¹) = 132.21

CARTESIAN COORDINATES (ANGSTROEM)
C  0.497  1.521  -1.226
C  -0.269  1.932  -2.480
C  1.668  2.450  -0.935
O  -0.342  1.539  -0.074
H  -1.135  1.016  -0.277
H  0.881  0.499  -1.377
H  -1.105  1.253  -2.651
H  -0.660  2.944  -2.365
H  2.371  2.454  -1.769
H  2.190  2.132  -0.032
H  1.303  3.465  -0.777
H  0.381  1.904  -3.355
C  -1.130  -2.431  2.372
C  0.873  -1.322  1.490
N  -0.572  -1.539  1.353
C  -1.115  -1.812  -0.261
N  -1.815  -0.867  -0.540
H  -1.192  -0.587  1.039
H  -0.723  -2.760  -0.599
H  -0.701  -3.431  2.272
H  -2.210  -2.486  2.238
H  1.177  -0.557  0.776
H  1.413  -2.253  1.298
H  1.127  -0.996  2.502
H  -0.911  -2.067  3.379


[6]
C38H31AsNO2OsS as an isolated structure at a distorted geometry, computed with ωB97M-V/def2-TZVPD.

- Kohn-Sham gap (alpha / beta) (eV) = 7.22 / 5.34
- total charge = +1
- E_HOMO (alpha / beta) (eV) = -9.9910 / -10.1853
- relative energy (zero: lowest compared OMol25 entry of this formula, charge and spin) (kJ/mol) = 24.9
- E (eV) = -119628.7166
- multiplicity = 5
- M (g mol⁻¹) = 830.89
- ⟨S²⟩ = 6.04

CARTESIAN COORDINATES (ANGSTROEM)
Os  0.338  0.293  -0.091
C  -2.872  0.449  -3.282
C  -2.200  0.042  -1.999
O  -1.181  0.694  -1.691
C  -2.770  -1.030  -1.202
C  -3.930  -1.691  -1.649
C  -4.524  -2.691  -0.925
C  -3.969  -3.072  0.301
C  -2.841  -2.452  0.776
C  -2.206  -1.429  0.047
O  -1.121  -0.900  0.553
H  -2.271  1.218  -3.759
H  -3.869  0.843  -3.080
H  -2.962  -0.403  -3.954
H  -4.372  -1.407  -2.594
H  -5.412  -3.181  -1.299
H  -4.429  -3.865  0.877
H  -2.392  -2.741  1.718
S  0.902  -1.890  -1.764
C  1.122  -3.046  -0.470
C  0.684  -4.364  -0.609
C  0.896  -5.279  0.410
C  1.538  -4.902  1.583
C  1.973  -3.595  1.737
C  1.780  -2.680  0.712
As  2.256  -0.822  0.816
C  2.662  -0.434  2.663
C  3.946  -0.549  3.182
C  4.176  -0.228  4.511
C  3.131  0.205  5.316
C  1.847  0.314  4.801
C  1.614  0.003  3.472
C  3.954  -0.659  -0.083
C  4.489  -1.695  -0.834
C  5.700  -1.508  -1.485
C  6.365  -0.294  -1.391
C  5.828  0.741  -0.635
C  4.620  0.562  0.016
H  0.179  -4.656  -1.521
H  0.544  -6.296  0.290
H  1.697  -5.619  2.377
H  2.474  -3.284  2.647
H  4.758  -0.891  2.552
H  5.174  -0.320  4.918
H  3.320  0.458  6.351
H  1.034  0.647  5.432
H  0.614  0.080  3.056
H  3.966  -2.640  -0.905
H  6.120  -2.314  -2.071
H  7.304  -0.151  -1.908
H  6.351  1.685  -0.552
H  4.183  1.358  0.609
N  -0.902  2.353  0.580
C  -0.004  2.889  1.544
C  -0.422  3.101  2.852
C  0.469  3.574  3.800
C  1.783  3.838  3.446
C  2.198  3.633  2.141
C  1.320  3.156  1.170
C  1.794  2.935  -0.221
C  2.531  3.936  -0.847
C  3.062  3.744  -2.115
C  2.869  2.536  -2.770
C  2.123  1.538  -2.165
C  1.564  1.714  -0.894
H  -0.895  2.845  -0.307
H  -1.846  2.266  0.932
H  -1.455  2.911  3.120
H  0.133  3.740  4.816
H  2.480  4.199  4.190
H  3.226  3.834  1.866
H  2.682  4.877  -0.331
H  3.620  4.540  -2.591
H  3.297  2.368  -3.749
H  1.981  0.596  -2.684


[7]
A single C16H19NO3S molecule, computed with ωB97M-V/def2-TZVPD.

- Kohn-Sham gap (eV) = 8.60
- total charge = 0
- E_HOMO (eV) = -8.0576
- relative energy (zero: lowest compared OMol25 entry of this formula, charge and spin) (kJ/mol) = 74.9
- E (eV) = -35368.0809
- M (g mol⁻¹) = 305.40

CARTESIAN COORDINATES (ANGSTROEM)
C  4.718  1.884  0.921
O  3.475  1.839  0.268
C  2.909  0.620  0.040
C  3.440  -0.595  0.432
C  2.773  -1.783  0.157
C  1.573  -1.775  -0.525
C  0.792  -3.037  -0.758
C  -0.130  -3.321  0.446
N  -0.911  -2.160  0.803
C  -2.065  -1.859  0.148
O  -2.653  -2.652  -0.564
C  -2.578  -0.503  0.389
C  -2.037  0.580  1.028
C  -2.867  1.715  0.976
C  -4.031  1.500  0.297
C  -5.133  2.465  0.047
S  -4.124  -0.122  -0.296
C  1.036  -0.552  -0.931
C  1.680  0.641  -0.658
O  1.220  1.875  -1.007
C  0.026  1.960  -1.743
H  4.657  1.476  1.936
H  5.489  1.345  0.360
H  4.984  2.938  0.974
H  4.379  -0.636  0.960
H  3.206  -2.718  0.479
H  1.460  -3.887  -0.895
H  0.170  -2.932  -1.648
H  -0.829  -4.121  0.194
H  0.463  -3.612  1.316
H  -0.403  -1.409  1.241
H  -1.077  0.584  1.517
H  -2.607  2.659  1.422
H  -4.889  3.433  0.477
H  -6.062  2.108  0.490
H  -5.301  2.586  -1.023
H  0.100  -0.553  -1.467
H  -0.827  1.566  -1.179
H  0.102  1.432  -2.699
H  -0.128  3.021  -1.929


[8]
A 2-piece molecular cluster, C18H21N2O5S overall at a distorted geometry, computed with ωB97M-V/def2-TZVPD.

- Kohn-Sham gap (eV) = 4.39
- total charge = -1
- E_HOMO (eV) = -3.2757
- relative energy (zero: lowest compared OMol25 entry of this formula, charge and spin) (kJ/mol) = 423.1
- E (eV) = -43057.9436
- M (g mol⁻¹) = 377.44

CARTESIAN COORDINATES (ANGSTROEM)
C  3.501  -3.128  1.501
C  2.482  -2.044  1.226
O  1.209  -2.409  1.690
C  0.313  -1.398  1.454
C  -1.015  -1.672  1.943
C  -2.106  -0.787  1.751
O  -2.012  0.286  1.171
C  -3.474  -1.169  2.242
C  -4.264  -1.993  1.223
C  -3.910  -3.485  1.159
C  -2.543  -3.790  0.506
C  -1.415  -4.099  1.495
C  -1.207  -3.016  2.554
O  0.625  -0.367  0.865
H  4.491  -2.856  1.132
H  3.576  -3.322  2.572
H  3.201  -4.063  1.027
H  2.739  -1.101  1.730
H  2.387  -1.828  0.152
H  -3.412  -1.681  3.204
H  -4.003  -0.235  2.460
H  -5.336  -1.893  1.439
H  -4.126  -1.545  0.232
H  -3.951  -3.923  2.163
H  -4.699  -4.006  0.601
H  -2.643  -4.635  -0.190
H  -2.251  -2.942  -0.124
H  -1.608  -5.061  1.984
H  -0.477  -4.239  0.939
H  -0.318  -3.250  3.153
H  -2.039  -3.004  3.262
O  2.370  8.295  -4.116
N  3.191  7.393  -3.905
O  4.402  7.517  -4.129
C  2.707  6.127  -3.369
C  3.582  5.084  -3.126
C  3.115  3.881  -2.658
C  1.750  3.692  -2.430
N  1.288  2.471  -2.027
C  0.102  2.095  -1.828
S  -1.395  1.669  -1.613
C  0.878  4.762  -2.650
C  1.357  5.960  -3.116
H  4.629  5.229  -3.330
H  3.788  3.063  -2.460
H  -0.172  4.627  -2.452
H  0.693  6.786  -3.309